(1)
The following is a quantum chemistry calculation of 4 unconnected molecules or ions with the total composition C12H30BrN4O9S3 in a non-equilibrium geometry, from the OMol25 dataset.

Results
* max |F|: 0.116 Eh/bohr
* HOMO energy: -12.4853 eV
* orbital gap: 7.581 eV

```
! wB97M-V def2-TZVPD RIJCOSX def2/J DEFGRID3
* xyz 1 1
C 1.187 -0.012 -0.570
O 2.493 -2.905 0.059
H 0.551 0.823 -0.270
H -3.124 -1.815 6.827
O 4.007 -0.903 -0.100
H -0.833 3.980 -4.246
H 2.269 -3.034 -3.679
Br -0.494 -3.960 -3.789
N -2.448 -1.396 -4.258
O 0.689 -1.769 5.007
H 3.114 -1.733 -4.630
S -0.174 4.149 -1.985
H -1.899 0.004 7.914
O 0.111 -3.872 6.261
O 0.102 3.191 -0.949
H 0.497 2.862 -3.837
O 1.642 -0.639 0.625
H 0.457 -4.119 3.365
H -3.141 5.263 -0.498
O -1.676 4.708 -1.797
C -2.049 5.249 -0.527
C -0.454 3.277 -3.506
H 1.617 0.441 -5.492
H -0.412 -1.434 -0.835
C -1.509 -0.419 6.986
C -0.490 -3.715 3.723
O -1.683 -2.333 5.488
N 0.960 -1.637 -4.712
N -0.568 0.114 -5.013
C 2.212 -2.441 -4.653
H -1.794 0.227 6.153
H -1.171 2.476 -3.330
H 1.004 -1.757 -1.829
H -3.154 -0.672 -4.050
H -1.682 -2.500 7.566
C 0.376 -0.959 -1.424
C -1.159 -1.120 -4.525
S 2.928 -1.615 0.532
H 4.084 -2.414 2.411
H 2.217 -3.122 -5.567
H -1.202 -4.521 3.894
H -2.831 -2.343 -4.411
C -2.032 -1.827 6.778
H -0.079 -0.426 -2.263
O 0.703 5.256 -2.248
H 2.027 0.406 -1.133
H -0.439 6.673 -0.271
N -0.235 -2.208 -4.349
H -1.798 7.286 -1.204
C 3.252 -1.725 2.267
H -0.883 -2.994 3.005
C 0.816 -0.281 -5.118
S -0.184 -2.886 5.257
H -1.936 7.111 0.560
H -1.714 4.599 0.286
H 2.363 -2.104 2.769
H 3.517 -0.736 2.639
C -1.529 6.663 -0.348
H -0.418 -0.410 7.043
*
```

Atomic partial charges in e from the natural (NBO) method, atoms 1 to 6: atom 1 (C): -0.0868, atom 2 (O): -0.9468, atom 3 (H): 0.2278, atom 4 (H): 0.1970, atom 5 (O): -0.9266, atom 6 (H): 0.2623

(2)
The following is a quantum chemistry calculation of a molecular structure, C12H30ClI2N3P3Y in a non-equilibrium geometry, from the OMol25 dataset.

Results
* max |F|: 0.034 Eh/bohr
* HOMO energy: -14.4397 eV
* orbital gap: 6.779 eV

```
! wB97M-V def2-TZVPD RIJCOSX def2/J DEFGRID3
* xyz 2 1
H -0.778 -2.437 4.594
C 1.252 -0.357 6.356
H 3.250 0.971 1.523
H -3.182 -0.863 1.556
H 3.387 -2.300 -0.577
C 3.467 1.422 -1.407
P 2.605 -0.003 -0.637
C -1.148 -0.449 6.365
Cl 0.007 -0.066 -4.157
H -4.536 -0.004 0.748
C 3.455 0.041 0.975
C -0.020 1.613 5.814
H 4.520 1.148 -1.523
P 0.035 -0.430 3.559
H -1.097 -0.187 7.440
H -4.553 1.133 -1.520
H 1.182 -0.093 7.430
H 2.359 0.105 3.907
H 3.032 1.657 -2.387
H -3.089 -1.775 -2.275
C -3.443 0.018 0.951
H 4.549 -0.014 0.778
N 1.232 0.877 5.546
H 2.164 -0.906 6.097
H -3.404 2.287 -0.755
Y 0.005 0.412 -1.730
C -3.498 -1.477 -1.303
N 0.079 -1.214 6.088
H 3.174 -0.811 1.611
H -0.056 2.507 5.174
I -0.113 -1.394 1.279
C 1.417 0.627 4.121
H 1.385 1.566 3.546
H -2.021 -1.055 6.104
N -1.221 0.797 5.562
H -0.022 1.920 6.869
H 3.372 2.294 -0.748
C -3.499 1.417 -1.418
C 3.507 -1.469 -1.289
C 0.101 -1.800 4.756
H 1.038 -2.351 4.580
H -2.320 -0.055 3.940
H -3.211 0.927 1.523
H -3.384 -2.298 -0.580
H 4.572 -1.199 -1.378
H -4.561 -1.211 -1.401
I -0.048 1.996 1.073
H 3.102 -1.755 -2.269
C -1.410 0.531 4.143
P -2.607 0.000 -0.680
H -3.079 1.659 -2.402
H -1.446 1.467 3.568
*
```

Atomic partial charges in e from the natural (NBO) method, atoms 1 to 6: atom 1 (H): 0.2555, atom 2 (C): -0.0801, atom 3 (H): 0.2535, atom 4 (H): 0.2361, atom 5 (H): 0.2525, atom 6 (C): -0.9301

(3)
The following is a quantum chemistry calculation of a molecular structure, C12H30Cr2KO26P2V in a non-equilibrium geometry, from the OMol25 dataset.

Results
* max |F|: 0.244 Eh/bohr
* ⟨S²⟩: 12.480
* HOMO energy (alpha / beta): -0.6245 / -1.6904 eV
* orbital gap (alpha / beta): 3.668 / 4.731 eV

```
! wB97M-V def2-TZVPD RIJCOSX def2/J DEFGRID3
* xyz -2 7
C -3.792 -1.838 2.589
H -3.183 4.918 0.881
H -1.601 -0.071 -1.461
H -1.563 4.405 0.097
H -2.477 1.478 -3.142
H -1.982 -1.274 2.153
H 1.101 3.878 -3.941
O 3.509 1.061 -2.359
O -1.768 1.787 0.596
H 3.925 -2.932 3.227
O -2.567 0.142 -1.548
P 3.460 -0.432 -2.868
H -4.147 -2.870 2.703
O -0.882 0.741 3.131
H -3.476 2.476 1.433
C -4.200 -1.248 1.227
C 1.779 3.766 -1.810
O 2.031 2.652 -1.029
O 0.863 0.432 0.006
H -0.149 1.995 -3.775
C -2.482 2.874 1.219
H -4.094 0.912 -2.679
O 4.972 -2.693 0.151
H 2.655 4.222 -2.284
P 0.116 -0.951 -0.219
C -3.043 0.622 -2.772
H -2.894 -1.549 -0.128
H -3.788 -0.535 -4.514
H -3.616 4.662 -1.143
C -2.585 4.147 0.389
H 3.400 -0.262 3.686
O -1.070 -0.928 0.802
H 2.341 -0.718 1.797
K -0.231 -3.543 1.797
O 5.329 -2.518 2.200
H 1.769 -0.220 4.426
O -3.352 3.829 -0.746
H 1.426 4.673 -1.303
C 0.773 3.489 -2.973
O -1.847 -1.086 -4.108
C 2.846 -5.150 -0.679
Cr 1.497 0.795 -1.844
O -0.092 -0.435 -1.708
V -0.118 0.884 1.719
O 3.797 -5.963 -0.475
O 0.372 2.130 -2.977
O 2.660 -0.722 -1.624
H -3.771 -0.242 1.240
C 4.870 -1.939 1.162
H -3.647 -1.497 -3.150
O 2.014 -0.263 -3.446
O 0.641 2.308 1.796
H -5.292 -1.219 1.212
H 3.175 -1.949 5.338
H -1.941 3.080 2.141
O 4.056 -1.755 -2.277
O 2.899 -4.318 -1.625
Cr 3.015 -2.385 -0.748
H -1.380 -1.219 -3.268
O -2.428 -1.700 2.907
C 2.429 -0.757 3.730
O 2.694 -4.291 0.268
H -2.168 1.640 -0.278
H 2.791 2.945 -0.513
O 3.688 -1.480 1.042
O -3.713 -1.980 0.139
C 2.534 -2.080 4.458
H -4.289 -1.352 3.438
O 1.698 -0.651 2.543
C -3.136 -0.666 -3.643
H -0.111 4.134 -2.894
O 3.017 -3.038 3.581
O 1.196 -2.070 -0.134
H 1.540 -2.288 4.867
*
```

Atomic partial charges in e from the Mulliken method, atoms 1 to 6: atom 1 (C): -0.6018, atom 2 (H): 0.4870, atom 3 (H): 0.0724, atom 4 (H): 0.1906, atom 5 (H): 0.0384, atom 6 (H): 0.3272

(4)
The following is a quantum chemistry calculation of a molecular structure, C12H30F4KN2O14S4 in a non-equilibrium geometry, from the OMol25 dataset.

Results
* max |F|: 0.084 Eh/bohr
* HOMO energy: -5.7241 eV
* orbital gap: 6.466 eV

```
! wB97M-V def2-TZVPD RIJCOSX def2/J DEFGRID3
* xyz -1 1
H 2.021 -3.233 5.572
H -6.469 -0.469 -2.911
O 2.226 -1.148 5.610
C 0.157 2.016 -5.546
H -4.093 -0.069 2.490
C -3.368 -0.210 -0.122
H 4.160 -1.900 5.674
N 0.640 1.959 2.471
H -2.558 -0.893 2.109
H 1.779 -2.360 4.026
H -2.078 -2.030 4.271
N 5.012 -1.288 -2.590
H -2.408 -0.681 -0.356
H -6.996 1.122 -2.290
O -0.423 -1.043 5.051
O -5.442 0.297 -1.257
F -1.044 3.645 2.541
H -3.340 0.762 0.376
H -0.281 -3.139 4.857
H -2.323 -1.210 5.835
O 0.232 -0.357 1.437
O 4.496 0.795 -1.189
C 1.745 1.545 -7.180
S -0.919 2.185 1.924
O 4.977 -1.315 -0.058
C -1.834 -1.143 4.855
C -0.530 0.310 -2.386
F 6.836 -1.564 -4.103
H -3.865 -0.713 -2.183
S 4.526 -0.628 -1.222
H 3.887 -0.159 6.151
S 6.573 -0.853 -2.695
C -4.068 0.073 -1.442
H -5.534 0.990 -3.222
O -4.048 -1.131 0.721
H -1.520 -0.103 -2.632
C 3.613 -0.971 5.478
F 2.349 0.310 2.289
H -0.008 -2.467 6.469
C 0.144 -2.284 5.393
C -0.673 1.390 -4.445
H 2.318 2.409 -6.821
O -1.066 2.355 0.523
H 2.423 0.756 -7.499
H 1.174 1.880 -8.061
H 0.800 2.766 -5.062
H -1.307 2.164 -3.985
C -3.645 -0.978 2.066
H -3.550 0.982 -1.784
H 0.021 -0.514 -1.925
O 0.928 1.029 -6.168
K 1.349 1.348 4.929
O 6.843 0.514 -2.977
H -0.536 2.509 -6.244
C -6.135 0.473 -2.459
H -0.619 1.057 -1.589
O 7.431 -1.575 -1.813
H 4.000 -0.677 4.489
O -1.908 1.438 2.625
H -1.359 0.658 -4.910
F 2.984 -1.022 -1.327
O 0.155 0.748 -3.522
H -2.150 -0.227 4.365
C 1.629 -2.318 5.112
H -4.052 -1.828 2.614
S 1.054 0.812 1.431
O 1.667 1.204 0.221
*
```

Atomic partial charges in e from the natural (NBO) method, atoms 1 to 6: atom 1 (H): 0.1740, atom 2 (H): 0.1638, atom 3 (O): -0.5820, atom 4 (C): -0.0762, atom 5 (H): 0.1652, atom 6 (C): -0.0871

(5)
The following is a quantum chemistry calculation of a molecular structure, C12H30HgPSb, from the OMol25 dataset.

Results
* max |F|: 0.007 Eh/bohr
* ⟨S²⟩: 0.764
* HOMO energy (alpha / beta): -9.6667 / -11.6535 eV
* orbital gap (alpha / beta): 6.806 / 7.130 eV

```
! wB97M-V def2-TZVPD RIJCOSX def2/J DEFGRID3
* xyz 1 2
C 4.694 1.649 1.837
H -4.239 0.020 0.091
H -2.955 -1.367 1.732
H 4.993 1.794 0.799
C -3.349 -1.021 -2.715
H -3.554 -2.453 -0.333
H 5.580 1.702 2.472
H -1.713 1.507 -2.438
C 3.628 -0.066 3.839
H 6.056 -0.943 2.381
C -2.205 0.418 0.743
H -1.324 -0.925 2.236
H -3.905 -1.723 -3.344
Sb -0.991 -0.452 -0.813
H -3.375 -3.608 -1.648
C -0.702 1.205 -2.147
H 4.012 2.454 2.113
C -2.271 -1.783 -1.955
H 4.574 0.074 4.363
C 0.072 0.734 -3.375
H -0.431 -0.083 -3.898
H -2.066 -3.394 -0.490
H 0.055 3.225 -2.133
H 0.191 1.554 -4.086
Hg 1.341 -0.065 0.991
H -2.706 0.006 2.806
H -4.063 1.469 1.069
H -3.554 1.491 -0.616
C -3.588 0.874 0.284
C 5.204 -1.162 1.735
C -0.014 2.373 -1.451
H -0.546 2.711 -0.560
C -2.296 -0.523 1.942
H 2.926 0.701 4.167
H 1.073 0.391 -3.101
P 3.873 0.040 2.040
H 3.218 -1.041 4.105
H 1.008 2.113 -1.160
H -2.937 -0.257 -3.376
C -2.841 -2.867 -1.048
H -1.574 -2.229 -2.668
H -4.065 -0.546 -2.046
H -1.612 1.295 1.018
H 5.525 -1.116 0.695
H 4.851 -2.172 1.941
*
```

Atomic partial charges in e from the natural (NBO) method, atoms 1 to 6: atom 1 (C): -0.9460, atom 2 (H): 0.2076, atom 3 (H): 0.2125, atom 4 (H): 0.2521, atom 5 (C): -0.6366, atom 6 (H): 0.2060

(6)
The following is a quantum chemistry calculation of a molecular structure, C12H30KO6 in a non-equilibrium geometry, from the OMol25 dataset.

Results
* max |F|: 0.027 Eh/bohr
* HOMO energy: -12.8766 eV
* orbital gap: 10.581 eV

```
! wB97M-V def2-TZVPD RIJCOSX def2/J DEFGRID3
* xyz 1 1
K 0.711 -0.432 0.198
H -2.596 -3.649 -0.333
O 2.805 1.513 -0.235
H 3.607 -0.037 -1.444
C -1.599 0.543 -2.505
H -2.510 0.052 -2.862
H -3.144 -2.217 1.662
H -0.469 2.953 2.614
C 3.163 2.242 0.931
C 1.030 1.718 -3.057
C -0.169 -4.027 -0.523
O 0.894 0.378 -2.658
C -2.691 1.337 -0.560
C -2.078 -2.698 -0.164
H 0.034 -1.215 3.462
H 0.844 1.834 -4.131
H 3.663 1.593 1.651
O -0.795 -2.767 -0.746
H 2.026 2.096 -2.825
H 0.416 1.882 3.740
C -0.040 1.958 2.748
C 1.885 2.777 1.543
H -1.097 -2.561 3.665
H 4.801 1.005 -0.635
C -0.366 -0.147 -3.047
O 0.980 1.694 1.796
H -2.666 -1.919 -0.639
H 3.770 3.118 0.689
H -1.629 -0.857 3.754
H -0.815 -4.834 -0.887
O -1.198 -1.609 1.849
C -2.139 -2.546 1.370
H 1.307 3.471 0.923
H -3.493 1.271 -1.290
H 3.811 -0.231 0.208
H -1.621 1.570 -2.895
H -0.450 -1.190 -2.722
H -2.331 2.368 -0.501
H 2.079 3.331 2.470
H -0.829 1.218 2.645
C 3.805 0.568 -0.555
O -1.625 0.537 -1.088
H -0.067 -4.197 0.555
H -0.449 -0.240 -4.135
C -0.975 -1.565 3.236
H -2.030 -3.519 1.864
H -2.915 1.041 0.459
H 0.371 2.437 -2.550
H 0.782 -4.049 -1.043
*
```

Atomic partial charges in e from the natural (NBO) method, atoms 1 to 6: atom 1 (K): 0.9259, atom 2 (H): 0.1818, atom 3 (O): -0.5595, atom 4 (H): 0.2073, atom 5 (C): -0.0992, atom 6 (H): 0.1880

(7)
The following is a quantum chemistry calculation of a molecular structure, C12H30N2O12PbS2 in a non-equilibrium geometry, from the OMol25 dataset.

Results
* max |F|: 0.100 Eh/bohr
* ⟨S²⟩: 0.760
* HOMO energy (alpha / beta): -4.9265 / -4.3613 eV
* orbital gap (alpha / beta): 7.040 / 4.259 eV

```
! wB97M-V def2-TZVPD RIJCOSX def2/J DEFGRID3
* xyz -1 2
H 4.238 -0.828 2.118
Pb -0.495 -1.337 0.029
C -2.464 4.473 -2.674
C -2.094 2.780 -0.990
O 3.109 0.347 0.779
H -1.092 -0.148 -2.264
O 0.718 -3.456 0.056
H 0.577 0.227 3.978
O -2.312 -4.266 -1.340
O -1.579 3.867 -1.723
H -3.260 5.047 -2.200
H 2.220 0.921 -2.513
O 1.414 -0.720 -1.410
H 0.662 1.947 -1.452
O -1.241 -2.309 -2.021
H 0.799 1.245 2.473
H 2.309 -1.630 3.437
H -3.256 1.488 1.929
O -1.664 0.277 1.557
H -3.053 3.717 -3.194
H 3.517 -0.952 -1.323
H 4.224 1.969 1.143
C -3.047 0.483 1.561
H -3.093 0.996 -1.357
H 4.119 1.629 -0.431
H 3.396 0.319 2.877
H 2.660 -2.281 -0.697
H 5.243 0.536 0.457
H 0.009 1.701 -3.109
H -1.981 5.230 -3.291
H 2.653 -2.213 -2.377
H 1.198 -0.125 -3.440
C 1.345 0.276 -2.437
H -1.420 2.718 -0.135
S 0.151 -4.231 1.128
H 0.361 -1.708 2.707
N 0.821 -0.896 2.320
O -3.733 -2.492 -2.396
C 0.419 0.318 2.903
C -2.179 1.485 -1.693
H 2.160 -2.264 1.895
O -0.515 -5.392 0.571
S -2.540 -2.826 -1.575
H -2.417 1.509 -2.756
C -1.152 0.507 2.865
C 3.270 -0.338 2.016
C 0.230 1.231 -2.151
O -2.617 -2.158 -0.259
H -3.413 0.485 0.534
N -0.957 0.619 -1.621
C 4.307 1.093 0.499
H -3.111 2.954 -0.638
C 2.627 -1.555 -1.509
O 1.056 -4.607 2.163
C 2.181 -1.301 2.406
O -0.840 -3.297 1.626
H -1.371 1.489 3.285
H -1.544 -0.263 3.528
H -3.552 -0.292 2.137
*
```

Atomic partial charges in e from the natural (NBO) method, atoms 1 to 6: atom 1 (H): 0.1769, atom 2 (Pb): 1.6223, atom 3 (C): -0.2584, atom 4 (C): -0.0877, atom 5 (O): -0.5337, atom 6 (H): 0.4163

(8)
The following is a quantum chemistry calculation of a molecular structure, C12H30N2O4Tl in a non-equilibrium geometry, from the OMol25 dataset.

Results
* max |F|: 0.044 Eh/bohr
* HOMO energy: -19.8039 eV
* orbital gap: 4.724 eV

```
! wB97M-V def2-TZVPD RIJCOSX def2/J DEFGRID3
* xyz 3 1
H 23.892 32.558 -12.629
H 19.894 29.579 -11.240
H 20.415 26.066 -14.529
H 18.535 32.753 -14.992
C 20.429 32.618 -16.668
H 21.841 33.817 -17.762
H 20.108 32.010 -17.519
O 20.098 29.146 -13.248
H 19.194 31.708 -13.773
H 21.857 28.314 -11.808
O 24.074 32.250 -14.677
H 18.362 29.310 -12.057
H 22.073 33.822 -16.056
H 24.205 34.007 -15.705
H 18.812 27.560 -13.494
C 24.571 32.805 -13.438
H 24.640 31.360 -17.225
C 22.845 28.032 -12.166
H 20.116 27.178 -12.424
H 19.821 33.524 -16.619
H 23.291 30.361 -10.934
C 24.064 30.028 -11.645
O 23.570 29.137 -12.641
H 19.178 30.795 -12.390
H 23.391 27.511 -11.376
H 22.430 27.013 -15.333
H 20.141 27.487 -15.417
H 18.570 30.968 -15.272
C 19.356 29.751 -12.173
O 20.399 31.910 -15.445
H 24.709 33.885 -13.473
C 24.156 32.326 -17.082
H 24.744 29.462 -11.002
H 22.391 26.107 -12.982
C 22.820 27.043 -13.359
C 19.087 31.825 -14.844
H 23.865 26.900 -13.625
C 19.875 27.761 -13.323
C 24.592 32.990 -15.795
H 22.519 31.691 -18.012
N 22.037 27.480 -14.511
N 22.720 32.028 -17.065
H 25.683 33.010 -15.759
H 24.439 33.030 -17.873
H 24.437 30.970 -12.014
C 20.619 27.145 -14.493
C 21.849 33.154 -16.886
H 25.533 32.327 -13.244
Tl 22.354 30.310 -14.965
*
```

Atomic partial charges in e from the Mulliken method, atoms 1 to 6: atom 1 (H): 0.4008, atom 2 (H): 0.3063, atom 3 (H): 0.4711, atom 4 (H): 0.4438, atom 5 (C): -0.6320, atom 6 (H): 0.4925

Result set for energy: -5139.61899, -2757.04782, -6747.12378, -4230.20903, -1209.97852, -1526.32748, -2476.71531, -1056.91900 Ha, one per record in the order listed.